(1)
{
  "formula": "C38H38N4O8P4STeTi",
  "method": "ωB97M-V/def2-TZVPD",
  "symbols": ["Ti", "C", "S", "C", "C", "C", "N", "P", "C", "C", "C", "C", "C", "C", "C", "C", "C", "C", "C", "C", "P", "C", "C", "C", "C", "C", "C", "C", "C", "C", "C", "C", "C", "H", "H", "H", "H", "H", "H", "H", "H", "H", "H", "H", "H", "H", "H", "H", "H", "H", "H", "H", "H", "H", "H", "H", "H", "H", "H", "H", "H", "H", "O", "P", "O", "O", "O", "P", "O", "O", "O", "H", "H", "Te", "C", "C", "C", "C", "C", "C", "H", "H", "H", "H", "H", "N", "C", "O", "C", "C", "N", "C", "N", "H", "H"],
  "xyz": [[0.41280, 0.50841, -0.50185], [-3.70342, 1.37269, 6.34183], [-2.64876, 2.71918, 6.91709], [-1.00157, 2.12911, 6.42953], [-0.57409, 2.41438, 4.99680], [-1.38840, 1.63518, 3.96507], [-0.71658, 1.54481, 2.67272], [-1.21387, 2.63048, 1.36615], [-1.30367, 4.25816, 2.27574], [-0.28683, 5.21166, 2.35177], [-0.51176, 6.44727, 2.94426], [-1.75661, 6.75077, 3.47927], [-2.78479, 5.82472, 3.39042], [-2.56095, 4.60361, 2.76857], [0.41913, 2.65448, 0.55773], [1.60419, 2.88393, 1.36489], [2.80327, 3.15095, 0.80375], [2.93090, 3.24789, -0.62694], [1.84832, 3.07272, -1.41418], [0.55681, 2.73119, -0.86457], [-0.10926, 0.06006, 2.10228], [1.05758, -0.28244, 3.48380], [2.35201, 0.21996, 3.36218], [3.23214, 0.15396, 4.43188], [2.83539, -0.43006, 5.62785], [1.56310, -0.96934, 5.74257], [0.67965, -0.89930, 4.67117], [-1.47714, -1.12917, 2.38766], [-1.22994, -2.49121, 2.54693], [-2.28483, -3.39186, 2.61343], [-3.59321, -2.94323, 2.49678], [-3.84713, -1.59096, 2.31796], [-2.79338, -0.68997, 2.26479], [-4.66943, 1.49442, 6.83044], [-3.28393, 0.40970, 6.63480], [-3.85060, 1.38583, 5.26403], [-0.96494, 1.05551, 6.63568], [-0.31810, 2.61796, 7.12561], [0.47537, 2.11937, 4.89244], [-0.63661, 3.48484, 4.78998], [-2.37133, 2.10248, 3.83875], [-1.56992, 0.62748, 4.34990], [0.68969, 4.99072, 1.94325], [0.28913, 7.17639, 2.98270], [-1.93052, 7.71577, 3.94081], [-3.76576, 6.05780, 3.78604], [-3.38542, 3.90899, 2.64233], [1.50346, 2.84412, 2.44334], [3.67460, 3.30094, 1.43159], [3.89659, 3.46943, -1.06493], [1.91634, 3.18166, -2.49000], [-0.32174, 2.90240, -1.47650], [2.67881, 0.64922, 2.42296], [4.23258, 0.55261, 4.32177], [3.52280, -0.47792, 6.46427], [1.25278, -1.44736, 6.66434], [-0.30992, -1.32966, 4.76942], [-0.20813, -2.84950, 2.61288], [-2.08033, -4.44728, 2.74626], [-4.41369, -3.64986, 2.52742], [-4.86154, -1.23476, 2.18847], [-2.99791, 0.36330, 2.10644], [1.94537, -0.20264, -2.67006], [1.46009, -1.67396, -2.18441], [1.37898, -2.68982, -3.23228], [0.29419, -1.44001, -1.20562], [2.73102, -2.00431, -1.17905], [2.85793, -1.27960, 0.27178], [1.79310, -2.15623, 1.10641], [4.19683, -1.39495, 0.85420], [2.29012, 0.14194, 0.04742], [2.85288, -0.33729, -2.97837], [0.99554, -2.24815, 0.55165], [-1.02873, 0.80257, -3.68664], [-0.33747, 0.48203, -5.64438], [-0.09433, -0.81083, -6.12630], [0.24760, -1.03208, -7.45392], [0.36941, 0.03135, -8.34068], [0.16063, 1.32241, -7.87232], [-0.18281, 1.54277, -6.54432], [-0.17137, -1.64664, -5.44115], [0.41595, -2.04704, -7.79872], [0.62573, -0.14321, -9.37976], [0.25943, 2.16711, -8.54684], [-0.35152, 2.55372, -6.19293], [-2.73224, -1.13555, -1.08993], [-2.66875, 0.19801, -0.86986], [-1.51556, 0.64856, -0.52298], [-3.81841, 0.99474, -0.92524], [-3.80859, 2.41120, -0.84988], [-3.86847, 3.56332, -0.82653], [-5.05534, 0.34828, -1.18526], [-6.05653, -0.18582, -1.40649], [-3.51510, -1.47952, -1.62180], [-1.83033, -1.55219, -1.29252]],
  "total_energy_ha": -5173.39323,
  "total_charge": -2,
  "lumo_ev": 3.522,
  "largest_force_ev_per_a": 1.40,
  "homo_ev": -1.33
}



(2)
{
  "formula": "C2H6FO2Tb",
  "method": "ωB97M-V/def2-TZVPD",
  "symbols": ["C", "O", "C", "O", "Tb", "H", "H", "H", "H", "H", "H", "F"],
  "xyz": [[0.88496, 1.52447, -0.72541], [0.57256, 0.28977, -0.11674], [-0.63488, -0.37381, -0.52105], [-0.57863, -1.59389, 0.09384], [1.53777, -1.41926, 1.26867], [1.80217, 1.87537, -0.24079], [1.07101, 1.37012, -1.79836], [0.06113, 2.23168, -0.55297], [-0.61435, -0.45343, -1.62229], [-1.48416, 0.24121, -0.17145], [-1.45921, -1.79851, 1.61521], [-1.15836, -1.89372, 2.77135]],
  "total_energy_ha": -1154.29333,
  "total_charge": 1,
  "spin_multiplicity": 8,
  "lumo_ev": [-4.009, -5.389],
  "largest_force_ev_per_a": 4.96,
  "homo_ev": [-13.73, -13.33]
}